[1]
Here is a 9-piece molecular cluster, C33H49NO25 overall in a non-equilibrium geometry from the Open Molecules 2025 dataset. Energies are from ωB97M-V/def2-TZVPD.

```
108
Properties=species:S:1:pos:R:3
O 6.73174 1.62641 0.69175
C 5.72142 1.03974 1.39287
C 5.22860 -0.20019 1.03784
C 4.12396 -0.72300 1.66312
C 3.43128 -0.02817 2.67763
O 2.27926 -0.52163 3.19736
C 3.86128 1.26615 2.92451
C 5.06861 1.73933 2.39408
H 7.06124 2.44949 1.05400
H 5.59302 -0.70802 0.15241
H 3.57070 -1.60617 1.36453
H 2.20114 -1.44000 3.46761
H 3.42032 1.88299 3.69899
H 5.45338 2.71193 2.67415
C 3.20915 1.98988 -5.24340
O 2.09844 2.07460 -4.36051
C 2.38993 1.80871 -2.99192
C 1.40736 2.60492 -2.19468
N 1.67110 2.50353 -0.74555
C 0.90464 3.34871 0.12100
C 1.24650 2.99495 1.59581
O 0.34109 3.64682 2.45669
C -0.95612 3.18870 2.64177
H 4.11569 2.11710 -4.64023
H 3.15897 2.86118 -5.89392
H 3.31959 1.04105 -5.77008
H 3.39583 2.16458 -2.74621
H 2.36213 0.73211 -2.78911
H 0.35259 2.31191 -2.31286
H 1.41409 3.64721 -2.52104
H 1.48321 1.52303 -0.56112
H -0.17560 3.21185 -0.04881
H 1.13979 4.41170 0.07103
H 2.22412 3.44037 1.76645
H 1.31563 1.92519 1.80970
H -1.18381 2.16435 2.32490
H -1.66992 3.74079 2.00448
H -1.31245 3.42068 3.64448
O -0.53124 0.61054 -2.14262
C -0.32715 0.31856 -1.00766
O -0.91412 0.93198 0.05512
C -0.34277 0.42438 1.25418
C 0.08991 -0.95117 0.74473
O 0.51467 -0.62777 -0.56127
H 0.45809 1.01746 1.69156
H -1.03084 0.19555 2.07061
H -0.73427 -1.65278 0.91379
H 0.78782 -1.44338 1.42370
O -0.47292 5.04119 -4.10267
C -0.38688 3.98002 -4.64613
O -1.00820 2.85490 -4.26682
C -0.58188 1.72337 -5.01329
C 0.26671 2.37645 -6.10671
O 0.38401 3.74159 -5.71467
H 0.01653 1.00906 -4.46151
H -1.46917 1.35125 -5.52845
H -0.05351 2.40908 -7.15031
H 1.25944 1.91608 -6.12653
O -6.60265 3.09266 1.13850
C -5.42297 3.25453 1.06375
O -4.66130 2.60659 0.18116
C -3.34542 3.15490 0.09233
C -3.33617 4.12170 1.31063
O -4.67006 4.16176 1.74589
H -2.57647 2.39450 0.18468
H -3.31457 3.73265 -0.83010
H -3.07514 5.13953 1.01398
H -2.57642 3.78182 2.01950
O 6.18896 -3.04697 3.43325
C 5.36721 -3.40809 2.66915
O 5.49861 -3.53642 1.35592
C 4.45336 -4.24125 0.72309
C 3.38914 -4.11215 1.84954
O 4.09165 -3.81152 3.01018
H 4.05912 -3.74950 -0.16433
H 4.74109 -5.25686 0.45805
H 2.94980 -5.11086 1.92278
H 2.59082 -3.44568 1.52378
O -1.19416 -3.78619 -0.41743
C -2.25720 -4.22767 -0.14096
O -2.50306 -5.54669 0.01265
C -3.87710 -5.72854 0.28021
C -4.39098 -4.30923 0.49511
O -3.37792 -3.48545 -0.06544
H -4.38681 -6.27083 -0.51938
H -4.09013 -6.34661 1.15659
H -4.63857 -4.04657 1.52322
H -5.33250 -4.20110 -0.04747
O 0.28900 -3.09937 2.99091
C -0.63242 -3.52990 3.58918
O -1.46610 -4.47736 3.08155
C -2.73774 -4.25123 3.68037
C -2.36856 -3.62850 5.01482
O -1.14851 -2.96668 4.69478
H -3.16062 -3.49509 3.01597
H -3.46487 -5.00824 3.97266
H -2.20625 -4.41618 5.75249
H -3.18946 -3.01909 5.38700
O -6.29025 -0.00894 -3.50557
C -5.20067 -0.18723 -3.05155
O -4.75249 0.39420 -1.92009
C -3.72772 -0.45076 -1.40143
C -3.10395 -1.00372 -2.72758
O -4.23573 -0.91013 -3.60152
H -2.99607 0.17283 -0.88777
H -4.07151 -1.19116 -0.68251
H -2.75435 -2.02258 -2.60479
H -2.40406 -0.26246 -3.10854
```

Summary:
- 2S+1: 1
- Structure (SMILES): Oc1ccc(O)cc1.COCCNCCOC.O=C1OCCO1.O=C1OCCO1.O=C1OCCO1.O=C1OCCO1.O=C1OCCO1.O=C1OCCO1.O=C1OCCO1
- Calculated total energy: -3222.4167 hartree
- Charge: 0
- E_LUMO: -0.0124 hartree



[2]
Here is C33H51AgN2OSb as an isolated structure in a non-equilibrium geometry from the Open Molecules 2025 dataset. Energies are from ωB97M-V/def2-TZVPD.

```
89
Properties=species:S:1:pos:R:3
Ag -0.00237 0.50907 -0.45598
C 3.37166 3.37527 -1.88533
C 2.60075 3.86323 -0.63477
C 1.07568 3.81598 -0.81529
C 3.05600 3.03922 0.60221
C 3.70900 3.81195 1.55748
C 4.33980 3.27506 2.69397
C 4.26469 1.89557 2.84647
C 3.64344 1.09903 1.92369
C 3.57876 -0.43615 2.23303
C 4.18281 -1.37589 1.18873
C 2.15500 -0.83275 2.48683
C 2.97718 1.64261 0.74909
O 2.33969 0.90044 -0.17074
H 2.87567 3.74422 -2.78308
H 3.28955 2.28006 -1.91465
H 4.39865 3.68948 -1.81581
H 2.84426 4.89429 -0.42656
H 0.72881 4.63162 -1.48147
H 0.49718 3.91502 0.09500
H 0.78282 2.89647 -1.36508
H 3.75325 4.84020 1.36613
H 4.85520 3.90267 3.43293
H 4.72724 1.42022 3.70458
H 4.18677 -0.54926 3.15043
H 3.65547 -1.20560 0.26312
H 3.98493 -2.41215 1.54290
H 5.25055 -1.24396 0.94523
H 1.54326 -0.69878 1.59279
H 1.70173 -0.22859 3.26031
H 2.15522 -1.88432 2.80034
N 1.60401 0.25829 -3.00944
H 2.01255 1.15174 -3.43713
H 2.10911 -0.49469 -3.39281
H 1.91684 0.37332 -2.03010
N -4.59191 7.43337 5.12334
C -4.14638 6.59554 4.49674
C -3.59978 5.52725 3.74870
C -3.70637 4.20589 4.11607
C -3.21103 3.22496 3.28329
C -2.60405 3.52345 2.05607
C -2.51679 4.89256 1.66499
C -2.99418 5.84945 2.54369
C -2.00239 2.52719 1.20756
C -1.42776 1.82094 0.40259
H -4.19107 3.97158 5.03642
H -3.26175 2.17934 3.62367
H -2.00841 5.16069 0.74567
H -2.95556 6.89896 2.20788
C 1.60438 -3.47628 -1.59388
C 0.30152 -3.75278 -0.84606
C -0.26331 -5.11495 -1.21563
C 0.66485 -3.86944 0.65435
Sb -1.02802 -2.00732 -1.19241
C -2.74119 -2.21608 0.20528
C -3.86976 -1.31591 -0.33674
C -2.26942 -1.70297 1.54826
C -3.20816 -3.66353 0.31252
C -1.72435 -2.42256 -3.28660
C -0.69924 -3.08199 -4.18538
C -1.92373 -1.01932 -3.83384
C -2.95396 -3.30813 -3.29761
H 2.44231 -3.99484 -1.14731
H 1.91287 -2.42941 -1.58591
H 1.57917 -3.70870 -2.65441
H 0.58186 -5.83087 -1.15175
H -0.61353 -5.10049 -2.23059
H -1.02320 -5.48968 -0.51671
H 1.31438 -4.73686 0.80115
H -0.17425 -4.07511 1.33664
H 1.23334 -2.95990 0.89426
H -3.55427 -0.27873 -0.34238
H -4.68418 -1.39005 0.37555
H -4.23165 -1.59824 -1.33104
H -1.87416 -0.67211 1.46711
H -1.52022 -2.37693 1.96141
H -3.11473 -1.64715 2.23679
H -3.66467 -4.04415 -0.60646
H -4.01395 -3.69950 1.03924
H -2.45496 -4.36933 0.68147
H 0.15354 -2.42205 -4.32082
H -1.12364 -3.18495 -5.19103
H -0.35182 -4.06108 -3.87903
H -1.02423 -0.39547 -3.67326
H -2.73509 -0.49657 -3.32543
H -2.17361 -1.05485 -4.89443
H -2.62147 -4.29860 -2.96035
H -3.34051 -3.38351 -4.34686
H -3.76070 -3.02365 -2.64175
```

Summary:
- ΔE to the lowest compared entry with this formula, charge and spin: 0.0 kcal per mole
- 2S+1: 1
- Calculated total energy: -1859.9606 hartree
- Charge: -1
- E_LUMO: 0.0870 hartree



[3]
Here is C33H51Br2CaFN2 as an isolated structure in a non-equilibrium geometry from the Open Molecules 2025 dataset. Energies are from ωB97M-V/def2-TZVPD.

```
90
Properties=species:S:1:pos:R:3
C 15.15434 0.60138 0.63099
C 15.02174 1.92263 -0.11513
C 13.63241 2.23339 -0.72152
C 12.67601 1.05092 -0.92580
C 11.69288 0.82974 0.22316
C 10.54893 -0.09884 -0.14422
C 9.47757 -0.20951 0.93176
C 8.26753 -1.05963 0.49523
C 6.92852 -0.32772 0.59626
C 5.71556 -1.26764 0.60412
C 4.49210 -0.70243 -0.12936
C 3.18156 -1.27625 0.38533
C 1.95849 -0.86663 -0.44454
C 0.76655 -1.83730 -0.33868
C -0.56132 -1.21571 0.14336
C -1.71540 -1.37648 -0.84659
C -3.10439 -1.18099 -0.21723
C -4.06653 -0.34708 -1.06828
C -5.53489 -0.72074 -0.85504
C -6.48724 0.44928 -1.15509
C -7.80362 0.43960 -0.44327
C -8.13937 1.50176 0.33152
C -9.37033 1.57874 0.98547
N -9.66240 2.65431 1.74877
C -10.82657 2.67475 2.33546
C -11.72890 1.60771 2.17468
C -13.08124 1.60041 2.84697
C -14.20350 1.58733 1.75864
F -13.89093 2.21351 0.63440
N -11.49408 0.54990 1.44441
C -10.29958 0.50914 0.82484
C -9.94366 -0.58030 0.02231
C -8.73746 -0.62714 -0.58668
C -8.44561 -1.81880 -1.41477
Br -7.79842 -3.29464 -0.45620
C -8.69197 -1.82219 -2.72134
C -9.24215 -0.63204 -3.45970
Br -8.35904 -3.33811 -3.77320
H 16.14436 0.53616 1.08033
H 14.40449 0.49468 1.41002
H 15.08205 -0.24891 -0.04615
H 15.25979 2.72191 0.58862
H 15.78118 1.98359 -0.89279
H 13.12558 2.96539 -0.09174
H 13.78443 2.72083 -1.68339
H 12.07110 1.25687 -1.81223
H 13.22090 0.13263 -1.14178
H 11.26747 1.80685 0.47103
H 12.20370 0.45990 1.11287
H 10.93301 -1.10102 -0.35768
H 10.07814 0.24751 -1.06829
H 9.90825 -0.63203 1.84001
H 9.12626 0.79401 1.18157
H 8.41768 -1.35049 -0.54744
H 8.23222 -1.99272 1.05815
H 6.92323 0.27501 1.50378
H 6.84446 0.34160 -0.26186
H 5.42445 -1.45563 1.64096
H 5.99031 -2.23858 0.19062
H 4.50775 0.38340 -0.01710
H 4.59174 -0.92194 -1.19474
H 3.26488 -2.36412 0.42023
H 3.04291 -0.92969 1.41235
H 1.65822 0.13464 -0.13468
H 2.27988 -0.78214 -1.48368
H 0.60604 -2.30139 -1.31123
H 1.05010 -2.64171 0.33887
H -0.83749 -1.64331 1.10759
H -0.39146 -0.15143 0.31264
H -1.57616 -0.65230 -1.65180
H -1.64148 -2.36170 -1.30716
H -3.54638 -2.15727 -0.01450
H -2.96261 -0.69944 0.75132
H -3.90484 0.70940 -0.84931
H -3.80817 -0.49213 -2.11738
H -5.76752 -1.53846 -1.53800
H -5.69722 -1.09279 0.15623
H -5.99105 1.38427 -0.90139
H -6.68621 0.48745 -2.22924
H -7.44616 2.32046 0.45583
H -11.07494 3.52991 2.95449
H -13.19080 2.43618 3.55392
H -13.10956 0.63899 3.39454
H -15.10882 2.12810 2.16504
H -14.53308 0.55715 1.52948
H -10.64376 -1.39667 -0.08374
H -10.24111 -0.40034 -3.09049
H -9.29201 -0.83246 -4.52213
H -8.61602 0.24248 -3.28867
Ca -15.48332 1.28486 3.70703
```

Summary:
- 2S+1: 1
- Calculated total energy: -7322.3329 hartree
- Charge: +2
- E_LUMO: -0.3716 hartree



[4]
Here is a 2-piece molecular cluster, C33H51BrCl2FN5O2S overall in a non-equilibrium geometry from the Open Molecules 2025 dataset. Energies are from ωB97M-V/def2-TZVPD.

```
96
Properties=species:S:1:pos:R:3
C -5.30152 -1.07965 3.47165
C -5.52643 -0.52797 1.96340
C -4.37138 -1.15629 1.01256
C -4.53205 -2.75631 0.80322
C -4.05330 -3.07698 -0.70804
C -2.50535 -3.57299 -0.78272
C -2.23347 -3.95991 -2.32020
C -0.66749 -3.84835 -2.74525
C -0.46087 -3.58163 -4.32626
C 0.92467 -2.82500 -4.68602
C 0.83953 -1.21572 -4.60580
C 0.89714 -0.75693 -3.07410
C 2.23320 -0.67621 -2.29969
C 2.24221 -0.27288 -0.80765
C 0.95212 0.08037 0.02723
C -0.38345 0.03516 -0.79521
O -1.65620 0.37835 -0.17147
N -2.07831 1.56814 -0.71756
O -3.19642 1.80156 -0.38453
C -0.42976 -0.37269 -2.31478
C -1.83056 -0.41198 -3.12834
C -2.12561 0.93512 -3.95342
N -2.07743 0.67170 -5.45065
N -1.18487 2.05849 -3.66418
N -3.53282 1.38757 -3.68389
N 1.03043 0.42115 1.46516
C 2.03188 1.47185 1.75412
C 3.50781 1.37465 1.20089
C 4.60041 2.44011 1.43495
C 4.21635 3.69426 2.26275
C 5.31647 4.85150 2.51149
C 4.84182 6.22402 1.76834
C 3.74299 7.02458 2.63598
F 3.91584 8.45681 2.58924
C 2.77899 3.79030 2.82626
C 1.66138 2.70371 2.61281
C 0.25810 2.99500 3.31297
Br -1.33761 2.55083 2.22492
C 0.26955 2.33098 4.78491
C 0.65970 0.77699 4.78756
S 3.83041 -0.15583 0.17395
H -4.93667 -0.22001 4.12632
H -6.22120 -1.57704 3.92604
H -4.42890 -1.83318 3.41230
H -6.58056 -0.76814 1.55082
H -5.46348 0.62461 2.01363
H -3.36357 -1.00730 1.55049
H -4.32106 -0.59923 0.00644
H -5.58146 -3.13550 1.04459
H -3.77381 -3.29470 1.49339
H -4.69981 -3.96213 -1.07387
H -4.25166 -2.21221 -1.43745
H -2.45372 -4.49497 -0.08806
H -1.79800 -2.74987 -0.38298
H -2.50675 -5.07078 -2.43738
H -2.91468 -3.38115 -3.05613
H -0.10710 -3.11887 -2.07083
H -0.21092 -4.89319 -2.54497
H -1.38153 -3.10839 -4.83312
H -0.36527 -4.63189 -4.80546
H 1.19859 -3.17475 -5.75316
H 1.72109 -3.27988 -3.99263
H 1.72318 -0.79350 -5.20815
H -0.12214 -0.90911 -5.13969
H 3.23327 -0.93493 -2.80678
H -1.90998 -1.31229 -3.82220
H -2.63360 -0.56013 -2.30694
H -1.49125 1.37041 -5.92454
H -3.03804 0.79089 -5.79947
H -1.57771 2.96986 -3.97365
H -0.31274 1.96413 -4.20731
H -3.82817 1.16236 -2.72562
H -3.64341 2.39518 -3.85573
H 1.40612 -0.43802 1.92420
H 5.66913 2.34884 1.03046
H 5.49224 4.99819 3.63343
H 6.27386 4.48629 1.98290
H 4.39199 5.86981 0.76635
H 5.74085 6.91192 1.53705
H 2.70400 6.74124 2.23351
H 3.81580 6.64039 3.71322
H 2.51129 4.72046 3.42822
H 0.22093 4.13696 3.49058
H 0.97465 2.95883 5.45464
H -0.78714 2.42166 5.23048
H 0.66049 0.30070 5.83803
H 1.70910 0.58827 4.34425
H -0.12042 0.22791 4.13849
Cl 3.13995 -2.57805 2.81878
C 4.33246 -3.37011 1.76004
C 4.25474 -4.88177 1.84185
Cl 4.80023 -5.49934 3.42094
H 5.32362 -3.00362 2.03274
H 4.11696 -3.04283 0.74083
H 4.90546 -5.32685 1.08633
H 3.23868 -5.24103 1.67016
```

Summary:
- 2S+1: 1
- Structure (SMILES): CCCCCCCCCCCc1cc2c(c(ON=O)c1CC(N)(N)N)Nc1c(cc(CCCF)cc1[C@@H](Br)CC)S2.ClCCCl
- Calculated total energy: -5704.2489 hartree
- Charge: 0
- E_LUMO: -0.0005 hartree



[5]
Here is C33H51BrN4O4RbSSi as an isolated structure from the Open Molecules 2025 dataset. Energies are from ωB97M-V/def2-TZVPD.

```
96
Properties=species:S:1:pos:R:3
Rb -0.00761 0.13031 1.25592
Br -1.39322 -2.63473 8.68298
C -1.43516 -2.14192 6.84638
C -2.49727 -1.36733 6.36166
C -2.54730 -1.01991 5.04140
C -1.54316 -1.41676 4.08704
O -1.67140 -1.14657 2.86405
C -0.43704 -2.16155 4.64025
C 0.73304 -2.56070 3.88963
N 1.07174 -2.14934 2.72603
C 2.31020 -2.53955 2.21100
C 3.46856 -2.54801 2.95432
C 4.71045 -2.87249 2.36829
C 4.79637 -3.17333 1.04127
C 3.63003 -3.15399 0.23571
C 3.66256 -3.43601 -1.15064
C 2.50973 -3.37905 -1.87460
C 1.31670 -3.03059 -1.20222
N 1.24329 -2.76871 0.07293
C 2.38468 -2.82926 0.80840
C -0.43332 -2.52713 5.99594
H -3.28064 -1.04991 7.03985
H -3.36847 -0.42776 4.65612
H 1.38108 -3.27675 4.41803
H 3.42639 -2.26112 3.99722
H 5.59985 -2.85976 2.98573
H 5.74663 -3.40753 0.57736
H 4.61139 -3.67383 -1.61698
H 2.48941 -3.56425 -2.93952
H 0.39289 -2.95807 -1.76943
H 0.39673 -3.11390 6.37309
C -2.01128 6.05945 1.91649
O -1.37276 4.91213 2.45431
C -1.17838 3.81346 1.67501
O -0.41500 2.95810 2.02963
N -1.89463 3.80228 0.50912
N -1.76768 2.67650 -0.30562
H -1.83341 6.86023 2.63005
H -3.09293 5.91806 1.82341
H -1.58910 6.32871 0.94717
H -2.76511 4.31202 0.49498
H -1.74272 2.95144 -1.27635
H -2.48587 1.97633 -0.12347
C -1.87948 -3.89833 1.32181
C -3.11916 -3.67224 0.46929
C -3.69917 -2.26459 0.56893
S -2.70762 -0.99668 -0.23884
O -3.44124 0.29343 0.01054
C -2.96359 -1.41774 -2.00164
C -3.86425 -0.42908 -2.73181
C -5.33782 -0.59574 -2.39454
H -1.55270 -4.93684 1.24269
H -2.08774 -3.67428 2.36750
H -1.04686 -3.25894 1.02887
H -3.91142 -4.36169 0.77796
H -2.91305 -3.92143 -0.57679
H -3.71100 -1.91532 1.60323
H -4.70431 -2.19446 0.14613
H -3.37144 -2.42878 -2.05230
H -1.96726 -1.43031 -2.44592
H -3.69974 -0.56841 -3.80374
H -3.53973 0.58618 -2.49932
H -5.67854 -1.61085 -2.61340
H -5.95120 0.09293 -2.97781
H -5.51682 -0.39037 -1.33994
C 3.59812 0.50092 -1.98725
Si 1.86161 1.31986 -1.64095
C 1.06354 1.17551 -3.46041
C 1.77698 1.89481 -4.59781
C 1.03495 -0.32151 -3.78253
C -0.39470 1.64073 -3.42075
C 2.45742 3.20817 -1.43232
C 2.87246 3.33501 0.04001
C 1.30020 4.18123 -1.65897
C 3.64227 3.65906 -2.28379
H 4.11833 0.85345 -2.88549
H 3.50057 -0.58527 -2.06542
H 4.26033 0.68410 -1.13478
H 2.84044 1.64777 -4.63033
H 1.69501 2.98006 -4.50105
H 1.34647 1.62429 -5.57396
H 2.03825 -0.73170 -3.91355
H 0.46988 -0.51293 -4.70697
H 0.55663 -0.87982 -2.97101
H -0.48125 2.71791 -3.25358
H -0.92911 1.13888 -2.60639
H -0.91452 1.40995 -4.36323
H 2.03989 3.10743 0.70874
H 3.21486 4.35677 0.26085
H 3.69306 2.65504 0.28703
H 0.41764 3.88274 -1.08834
H 1.01912 4.24364 -2.71344
H 1.57612 5.19659 -1.33754
H 4.51944 3.02830 -2.12540
H 3.93206 4.68770 -2.02166
H 3.41979 3.64573 -3.35257
```

Summary:
- ΔE to the lowest compared entry with this formula, charge and spin: 0.0 kcal per mole
- 2S+1: 1
- Calculated total energy: -5093.8718 hartree
- Charge: -1
- E_LUMO: 0.0727 hartree